No. 1
This record from the OMol25 dataset describes a structure of composition C50H96Br6Cl10NO10P at a distorted geometry. The level of theory is ωB97M-V with the def2-TZVPD basis set.

Computed properties:
Largest force on an atom: 0.04298 hartree/bohr
HOMO: -0.1793 hartree
Orbital gap: 4.64 eV

Structure (ORCA input):
```
! RIJCOSX wB97M-V def2-TZVPD def2/J DEFGRID3
* xyz 0 1
C -1.667 -4.261 -3.063
C -1.380 -2.775 -3.077
C 0.068 -2.490 -3.485
C 0.265 -0.992 -3.724
P 1.880 -0.454 -4.280
C 3.056 -0.368 -2.928
C 3.422 -1.646 -2.195
C 4.586 -1.330 -1.261
C 5.067 -2.602 -0.576
C 2.493 -1.734 -5.414
C 3.831 -1.410 -6.085
C 4.258 -2.501 -7.075
C 5.521 -2.145 -7.837
C 1.819 1.106 -5.150
C 1.122 1.092 -6.508
C 1.381 2.406 -7.248
C 0.428 3.512 -6.796
H -1.010 -4.822 -2.401
H -1.605 -4.699 -4.063
H -2.699 -4.455 -2.756
H -1.526 -2.333 -2.085
H -2.059 -2.226 -3.735
H 0.284 -3.070 -4.387
H 0.699 -2.865 -2.675
H 0.162 -0.452 -2.772
H -0.466 -0.656 -4.463
H 2.487 0.238 -2.206
H 3.921 0.133 -3.367
H 3.791 -2.430 -2.872
H 2.600 -2.075 -1.622
H 4.243 -0.603 -0.515
H 5.388 -0.812 -1.795
H 5.664 -3.200 -1.269
H 4.227 -3.224 -0.261
H 5.624 -2.434 0.348
H 1.725 -1.900 -6.175
H 2.612 -2.621 -4.787
H 4.557 -1.384 -5.267
H 3.806 -0.468 -6.640
H 3.455 -2.876 -7.715
H 4.406 -3.370 -6.412
H 5.320 -1.227 -8.394
H 5.809 -2.895 -8.576
H 6.388 -2.056 -7.183
H 2.845 1.490 -5.174
H 1.308 1.729 -4.382
H 0.046 0.989 -6.343
H 1.431 0.221 -7.094
H 1.191 2.259 -8.317
H 2.421 2.725 -7.153
H 0.625 3.798 -5.762
H -0.616 3.219 -6.894
H 0.575 4.421 -7.385
C -0.991 -0.930 5.404
C -0.130 0.230 4.869
C -0.612 0.731 3.503
C -0.654 -0.377 2.442
N -0.535 0.144 1.017
C -1.570 1.216 0.766
C -2.831 0.452 0.425
C -2.415 -0.948 -0.016
C -0.884 -0.946 0.052
C 0.853 0.593 0.723
H -0.938 -1.021 6.486
H -0.632 -1.863 4.957
H -2.034 -0.791 5.113
H 0.918 0.030 5.073
H -0.387 1.024 5.575
H 0.061 1.526 3.177
H -1.631 1.084 3.661
H -1.620 -0.876 2.445
H 0.163 -1.090 2.517
H -1.118 1.757 -0.061
H -1.588 1.901 1.606
H -3.300 0.971 -0.416
H -3.611 0.489 1.183
H -2.792 -1.200 -1.004
H -2.766 -1.712 0.683
H -0.487 -0.681 -0.931
H -0.418 -1.875 0.370
H 0.836 1.018 -0.298
H 1.495 -0.286 0.684
H 1.111 1.366 1.442
O 0.709 1.833 -2.100
C -0.629 2.180 -2.286
C -1.132 2.458 -3.692
O -2.455 2.743 -3.771
H -0.812 3.138 -1.744
H -1.287 1.413 -1.799
H -0.928 1.497 -4.265
H -0.505 3.276 -4.115
O 0.869 4.061 2.749
C 0.737 4.823 1.821
O 0.963 6.135 1.942
C 0.768 6.824 0.663
C -0.111 5.860 -0.120
C 0.312 4.505 0.412
H 1.779 6.921 0.266
H 0.309 7.787 0.857
H -0.038 5.887 -1.205
H -1.159 6.033 0.138
H 1.234 4.183 -0.085
H -0.420 3.725 0.329
O 1.959 -2.957 0.602
C 1.340 -3.973 0.749
O 0.790 -4.609 -0.310
C 0.104 -5.804 0.098
C 0.454 -6.008 1.563
C 0.821 -4.593 2.021
H 0.366 -6.628 -0.565
H -0.975 -5.670 -0.016
H 1.317 -6.671 1.666
H -0.342 -6.432 2.169
H 1.550 -4.550 2.827
H -0.080 -4.099 2.387
O 4.122 5.647 0.231
C 4.059 4.520 -0.145
O 3.238 4.131 -1.144
C 3.453 2.751 -1.447
C 4.893 2.503 -0.957
C 4.920 3.336 0.322
H 3.328 2.576 -2.511
H 2.762 2.078 -0.934
H 5.569 2.901 -1.717
H 5.147 1.448 -0.864
H 5.874 3.806 0.547
H 4.469 2.898 1.211
O -2.867 -4.625 1.761
C -3.657 -3.961 2.378
O -3.341 -2.821 3.012
C -4.431 -2.390 3.842
C -5.359 -3.612 3.991
C -5.089 -4.360 2.685
H -4.962 -1.523 3.454
H -4.045 -2.141 4.825
H -6.401 -3.323 4.082
H -4.947 -4.209 4.805
H -5.672 -3.950 1.851
H -5.181 -5.440 2.636
C 3.827 -1.112 3.679
Cl 3.751 0.154 2.463
Cl 2.259 -1.945 3.731
H 4.596 -1.850 3.489
H 3.966 -0.639 4.644
C -1.395 -5.624 7.040
Cl -0.945 -5.076 8.661
Cl -1.689 -4.231 5.986
H -0.572 -6.192 6.624
H -2.275 -6.250 7.118
C -3.659 5.970 2.866
Cl -4.611 6.532 4.255
Cl -3.006 4.356 3.119
H -4.345 5.965 2.027
H -2.846 6.663 2.688
C -4.311 3.444 -1.587
Cl -3.355 4.271 -0.300
Cl -6.031 3.390 -1.118
H -4.198 4.111 -2.427
H -3.934 2.447 -1.760
C 0.061 4.756 5.805
Cl 0.662 5.928 6.990
Cl -1.438 3.993 6.357
H -0.142 5.261 4.870
H 0.805 3.984 5.656
C -4.296 -0.959 9.313
Br -6.165 -0.550 9.566
Br -3.900 -1.297 7.445
Br -3.726 -2.430 10.401
H -3.768 -0.053 9.567
C -7.337 0.409 2.247
Br -6.681 2.212 2.227
Br -7.415 -0.215 4.087
Br -6.214 -0.706 1.139
H -8.332 0.342 1.836
*
```

=====

No. 2
This record from the OMol25 dataset describes a cluster of 13 separate species, C51H100FN15O13 in total at a distorted geometry. The level of theory is ωB97M-V with the def2-TZVPD basis set.

Computed properties:
Largest force on an atom: 0.09390 hartree/bohr
HOMO: -0.3086 hartree
Orbital gap: 7.84 eV
Energy above the lowest of the compared OMol25 structures with the same formula, charge and spin: 83.4 kcal/mol

Structure (ORCA input):
```
! RIJCOSX wB97M-V def2-TZVPD def2/J DEFGRID3
* xyz 0 1
C -1.876 -1.272 0.615
C -2.148 -2.030 -0.311
C -1.976 -3.132 -1.395
C -2.157 -4.577 -0.982
N -2.016 -5.683 -1.791
C -1.687 -5.262 -3.091
C -1.475 -6.366 -4.152
N -1.584 -7.766 -3.752
C -0.469 -8.212 -2.865
C 0.968 -7.731 -3.323
C 1.469 -6.381 -2.627
C -1.157 -6.069 -5.564
C -0.995 -4.610 -6.026
C -0.610 -4.381 -7.534
O -0.852 -3.056 -8.022
C 0.417 -2.450 -8.372
C -1.186 -3.564 -5.008
F -1.053 -2.226 -5.390
C -1.536 -3.849 -3.546
N -1.675 -2.751 -2.681
H -1.641 -0.601 1.482
H -2.441 -4.769 0.102
H -2.501 -7.918 -3.304
H -0.454 -9.353 -2.917
H -0.748 -7.946 -1.802
H 1.708 -8.536 -3.002
H 1.002 -7.595 -4.447
H 2.545 -6.414 -2.297
H 1.417 -5.583 -3.445
H 0.771 -6.014 -1.813
H -1.043 -6.940 -6.262
H 0.490 -4.674 -7.638
H -1.177 -5.121 -8.189
H 0.197 -1.491 -8.926
H 1.011 -3.131 -9.060
H 1.023 -2.212 -7.444
C -7.198 -2.350 -2.607
O -8.367 -2.692 -2.567
N -6.293 -2.757 -3.531
C -4.918 -2.300 -3.513
C -6.715 -3.678 -4.570
H -6.773 -1.655 -1.863
H -4.703 -1.786 -4.454
H -4.255 -3.162 -3.410
H -4.744 -1.614 -2.683
H -7.526 -3.225 -5.144
H -7.084 -4.596 -4.108
H -5.882 -3.911 -5.233
C -7.306 1.572 0.356
O -6.442 0.714 0.247
N -8.622 1.388 0.099
C -9.599 2.451 0.253
C -9.066 0.080 -0.345
H -7.068 2.596 0.688
H -10.344 2.146 0.983
H -10.084 2.631 -0.711
H -9.123 3.372 0.592
H -8.808 -0.660 0.415
H -8.550 -0.176 -1.272
H -10.143 0.075 -0.511
C -4.233 3.024 -2.972
O -3.884 3.826 -3.822
N -3.410 2.416 -2.084
C -3.901 1.470 -1.098
C -1.993 2.720 -2.119
H -5.288 2.723 -2.859
H -3.666 1.843 -0.099
H -3.407 0.507 -1.253
H -4.976 1.336 -1.185
H -1.851 3.791 -1.954
H -1.594 2.462 -3.103
H -1.464 2.157 -1.349
C 0.624 1.286 0.597
O -0.529 0.870 0.610
N 1.568 0.910 -0.284
C 2.921 1.438 -0.258
C 1.219 -0.064 -1.303
H 0.984 2.024 1.333
H 3.126 1.930 -1.210
H 3.618 0.610 -0.115
H 3.050 2.157 0.551
H 0.397 0.326 -1.908
H 0.889 -0.987 -0.820
H 2.078 -0.271 -1.941
C -3.695 -3.600 2.798
O -3.410 -4.623 2.202
N -3.585 -3.416 4.138
C -3.945 -2.166 4.775
C -3.091 -4.507 4.958
H -4.079 -2.712 2.270
H -3.069 -1.759 5.287
H -4.738 -2.351 5.504
H -4.298 -1.442 4.041
H -2.089 -4.783 4.623
H -3.749 -5.371 4.840
H -3.059 -4.212 6.006
C 4.179 -2.679 -0.595
O 4.442 -1.579 -0.147
N 4.958 -3.780 -0.515
C 4.527 -5.036 -1.083
C 6.247 -3.698 0.152
H 3.231 -2.867 -1.128
H 4.475 -5.789 -0.292
H 5.245 -5.354 -1.843
H 3.544 -4.930 -1.539
H 6.097 -3.385 1.185
H 6.864 -2.953 -0.352
H 6.749 -4.664 0.132
C -12.841 3.257 0.770
O -12.145 2.735 1.621
N -13.778 4.210 1.001
C -14.570 4.787 -0.067
C -13.993 4.665 2.362
H -12.757 2.983 -0.295
H -14.395 5.865 -0.100
H -15.628 4.596 0.130
H -14.302 4.352 -1.030
H -13.062 5.078 2.755
H -14.288 3.816 2.983
H -14.772 5.427 2.390
C 3.668 4.748 -1.459
O 4.382 4.298 -0.580
N 2.668 5.643 -1.275
C 1.860 6.135 -2.373
C 2.398 6.124 0.069
H 3.789 4.446 -2.514
H 1.966 7.221 -2.437
H 0.814 5.881 -2.189
H 2.174 5.689 -3.318
H 3.296 6.608 0.463
H 2.149 5.279 0.706
H 1.571 6.834 0.064
C 0.905 4.515 3.473
O 1.190 5.322 2.606
N 1.774 4.000 4.378
C 1.363 3.041 5.383
C 3.162 4.425 4.337
H -0.121 4.127 3.590
H 1.559 3.455 6.375
H 1.936 2.119 5.253
H 0.300 2.816 5.294
H 3.210 5.508 4.475
H 3.585 4.179 3.360
H 3.735 3.930 5.120
C 8.271 -2.087 2.586
O 8.494 -3.125 1.987
N 8.444 -1.897 3.916
C 8.156 -0.630 4.556
C 8.932 -2.997 4.725
H 7.898 -1.189 2.066
H 9.068 -0.254 5.026
H 7.389 -0.781 5.319
H 7.799 0.101 3.830
H 9.907 -3.309 4.351
H 8.238 -3.838 4.643
H 9.019 -2.695 5.767
C 5.010 11.298 2.485
O 4.892 11.563 3.666
N 4.357 10.300 1.836
C 4.549 10.043 0.423
C 3.436 9.462 2.583
H 5.684 11.872 1.827
H 3.592 10.148 -0.093
H 4.925 9.025 0.292
H 5.265 10.745 -0.006
H 2.651 10.088 3.012
H 3.977 8.972 3.395
H 2.991 8.710 1.932
C 12.624 -1.302 5.159
O 11.463 -1.664 5.225
N 13.520 -1.718 4.231
C 14.889 -1.242 4.213
C 13.093 -2.670 3.221
H 13.048 -0.581 5.877
H 15.084 -0.747 3.259
H 15.565 -2.094 4.326
H 15.066 -0.536 5.025
H 12.266 -2.243 2.651
H 12.744 -3.582 3.712
H 13.917 -2.909 2.550
*
```

=====

- Among the records above, which one has the highest largest force on an atom?
  C51H100FN15O13